Record 1
The molecule C18H22ClN3O2. Source: the Open Molecules 2025 dataset; level of theory: ωB97M-V with the def2-TZVPD basis set.

Summary:
- LUMO (eV) = 0.66
- SMILES string = CCOC(=O)CN1CCC(c2cc(-c3ccc(Cl)cc3)n[nH]2)CC1
- ΔE to the lowest compared entry with this formula, charge and spin (kcal/mol) = 7.5

Each line ends with the Löwdin charge.
Geometry (Å):
C  -6.284  -2.534  -0.641  -0.060
C  -5.195  -2.208  0.369  -0.209
H  -4.438  -2.994  0.403  0.124
H  -5.631  -2.064  1.363  0.123
O  -4.484  -1.022  0.003  -0.027
C  -5.024  0.147  0.356  -0.480
O  -6.052  0.253  0.974  0.112
C  -4.197  1.346  -0.107  -0.086
N  -2.761  1.219  -0.111  -0.161
C  -2.199  0.442  -1.199  -0.188
C  -0.699  0.715  -1.282  -0.130
H  -0.545  1.778  -1.475  0.117
H  -0.265  0.147  -2.107  0.123
C  -0.024  0.326  0.039  -0.266
C  1.443  0.584  0.002  -0.230
C  2.517  -0.269  0.108  0.038
C  3.664  0.551  -0.003  -0.255
N  3.297  1.819  -0.165  0.091
N  1.971  1.820  -0.161  0.039
H  1.474  2.690  -0.273  0.159
C  5.066  0.168  0.043  -0.170
C  5.455  -1.165  0.151  -0.026
C  6.793  -1.510  0.193  -0.106
C  7.755  -0.515  0.128  -0.680
C  7.391  0.819  0.019  -0.101
C  6.053  1.153  -0.023  -0.023
H  5.745  2.183  -0.107  0.107
H  8.151  1.583  -0.031  0.104
Cl  9.431  -0.943  0.182  0.661
H  7.091  -2.543  0.276  0.103
H  4.711  -1.945  0.200  0.106
H  2.479  -1.329  0.248  0.102
C  -0.706  1.093  1.178  -0.129
C  -2.206  0.814  1.167  -0.181
H  -2.378  -0.258  1.368  0.129
H  -2.696  1.392  1.954  0.131
H  -0.550  2.165  1.047  0.117
H  -0.282  0.797  2.139  0.124
H  -0.171  -0.747  0.203  0.152
H  -2.366  -0.639  -1.066  0.121
H  -2.680  0.751  -2.129  0.126
H  -4.527  1.590  -1.122  0.137
H  -4.474  2.182  0.543  0.134
H  -7.031  -1.744  -0.648  0.076
H  -6.764  -3.470  -0.369  0.078
H  -5.858  -2.629  -1.637  0.078

Record 2
The molecule C18H22ClN3OS. Source: the Open Molecules 2025 dataset; level of theory: ωB97M-V with the def2-TZVPD basis set.

Summary:
- LUMO (eV) = 0.51
- SMILES string = C[C@H](NC(=O)Nc1cccc(Cl)c1)[C@H](c1cccs1)N1CCCC1
- ΔE to the lowest compared entry with this formula, charge and spin (kcal/mol) = 1.4

Each line ends with the Löwdin charge.
Geometry (Å):
C  -1.191  -2.700  -1.111  -0.028
C  -0.956  -1.200  -1.253  -0.302
N  0.464  -0.916  -1.420  0.099
C  1.366  -1.150  -0.414  -0.515
O  1.144  -1.845  0.551  0.070
N  2.583  -0.542  -0.665  0.137
C  3.753  -0.602  0.084  -0.221
C  3.855  -1.296  1.288  -0.014
C  5.052  -1.303  1.978  -0.073
C  6.164  -0.631  1.498  -0.123
C  6.053  0.057  0.302  -0.680
C  4.867  0.079  -0.407  -0.060
H  4.809  0.623  -1.338  0.106
Cl  7.422  0.908  -0.328  0.666
H  7.097  -0.639  2.038  0.100
H  5.122  -1.844  2.909  0.107
H  2.996  -1.823  1.668  0.097
H  2.661  -0.006  -1.517  0.140
H  0.655  -0.125  -2.013  0.131
H  -1.442  -0.837  -2.164  0.142
C  -1.498  -0.416  -0.034  -0.306
N  -1.040  0.965  -0.131  -0.120
C  -1.730  1.846  -1.071  -0.177
C  -2.169  3.067  -0.261  -0.161
H  -3.146  2.885  0.190  0.113
H  -2.224  3.971  -0.865  0.107
C  -1.097  3.130  0.823  -0.167
H  -0.179  3.557  0.418  0.111
H  -1.401  3.705  1.694  0.109
C  -0.895  1.653  1.147  -0.185
H  0.093  1.438  1.562  0.121
H  -1.652  1.325  1.874  0.081
H  -1.018  2.148  -1.852  0.113
H  -2.575  1.351  -1.553  0.103
C  -2.982  -0.543  0.123  -0.479
C  -3.958  -0.653  -0.824  -0.148
C  -5.265  -0.652  -0.286  -0.184
C  -5.273  -0.536  1.065  -0.410
S  -3.683  -0.430  1.707  1.053
H  -6.114  -0.502  1.729  0.059
H  -6.154  -0.736  -0.885  0.100
H  -3.764  -0.756  -1.877  0.112
H  -1.011  -0.836  0.852  0.139
H  -2.254  -2.903  -1.015  0.075
H  -0.808  -3.218  -1.986  0.084
H  -0.675  -3.069  -0.231  0.077